Below is the ion C3H4NO2 with charge +1, with properties calculated with the ωB97M-V functional and the def2-TZVPD basis.

Properties
- LUMO level (Eh) = -0.2635
- energy relative to the best compared isomer or geometry (same formula, charge and spin) (kcal per mole) = 162.09
- highest occupied orbital energy (eV) = -15.4
- Kohn-Sham gap (eV) = 8.195
- charge = +1

```
10
Properties=species:S:1:pos:R:3:forces:R:3:nbo_charge:R:1
C -1.166 -0.895 -0.073 0.4186 -3.2816 0.6902 0.52
C -1.181 1.273 -0.008 5.1123 4.2938 -0.0658 0.41
C 0.272 -0.596 0.020 -2.0769 0.7278 -2.0221 -0.44
N 0.259 0.831 0.008 -0.7779 -1.1125 0.0578 -0.16
O 1.809 1.112 -0.030 -4.0052 2.2123 0.7675 -0.45
O -1.891 0.135 -0.131 0.3845 -1.2301 0.0814 -0.36
H -1.749 -1.858 -0.037 1.0269 0.8067 -0.2661 0.27
H 0.919 -1.022 0.715 0.5222 -0.9253 2.3696 0.34
H 0.836 -1.029 -0.816 -0.4283 -0.0432 -0.9596 0.34
H 1.893 2.048 0.353 -0.1762 -1.4478 -0.6529 0.52
```
Positions in Å, forces in eV/Å.

=====

Below is an isolated molecule of C6H5F2I, with properties calculated with the ωB97M-V functional and the def2-TZVPD basis.

Properties
- LUMO level (Eh) = -0.0028
- structure (SMILES) = FC1=C(I)C=CC[C@H]1F
- energy relative to the best compared isomer or geometry (same formula, charge and spin) (kcal per mole) = 0.00
- highest occupied orbital energy (eV) = -8.5
- Kohn-Sham gap (eV) = 8.415

```
14
Properties=species:S:1:pos:R:3:forces:R:3:nbo_charge:R:1
C 1.448 0.976 -0.416 0.2450 0.5493 0.0180 -0.30
C 0.124 0.811 -0.286 -1.1493 1.0441 -0.6649 -0.14
C 2.377 -0.058 -0.100 -1.5911 -6.5508 2.1177 -0.23
C 1.784 -1.359 0.263 3.2767 3.5786 -1.0545 0.35
C -0.546 -0.431 0.218 -0.5731 -1.3341 -2.7258 -0.47
C 0.380 -1.648 -0.048 -2.1142 -1.4563 2.3913 0.11
F 2.512 -2.411 0.737 -0.3797 1.0010 -0.5771 -0.32
F 0.228 -2.086 -1.352 0.1873 0.5302 -0.9953 -0.36
I 4.464 0.200 -0.021 -0.8476 -0.0076 0.0175 0.20
H 2.035 1.859 -0.633 -1.0466 0.6694 -0.3847 0.23
H -0.621 1.604 -0.469 0.9130 0.0170 0.0172 0.22
H -0.824 -0.140 1.237 -0.0335 -0.9684 0.1416 0.25
H -1.521 -0.806 -0.415 2.0811 1.5588 1.6067 0.25
H -0.047 -2.567 0.486 1.0320 1.3689 0.0924 0.20
```
Positions in Å, forces in eV/Å.

=====

Below is a cluster of 2 separate species, C5H11NO in total, with properties calculated with the ωB97M-V functional and the def2-TZVPD basis.

Properties
- LUMO level (spin up / spin down) (Eh) = 0.0084 / 0.0084
- energy relative to the best compared isomer or geometry (same formula, charge and spin) (kcal per mole) = 74.04
- highest occupied orbital energy (spin up / spin down) (eV) = -7.2 / -7.0
- Kohn-Sham gap (spin up / spin down) (eV) = 7.396 / 7.266

```
18
Properties=species:S:1:pos:R:3:forces:R:3:nbo_charge:R:1
C -0.377 1.475 1.241 -0.0014 0.0127 0.0786 -0.67
C 0.176 1.209 -0.105 -0.0302 0.0517 0.1067 -0.07
C 1.267 -1.684 1.030 0.0104 -0.0150 0.0030 -0.86
N -0.487 0.406 -0.928 0.2312 0.0973 -0.2081 -0.34
C -1.633 -0.273 -0.709 -0.2733 -0.0664 0.0711 -0.42
C 0.092 0.182 -2.240 0.3463 0.1582 -0.1857 0.58
O 1.098 0.703 -2.613 -0.4466 -0.2465 0.1794 -0.49
H -0.614 0.537 1.772 0.0450 0.1343 -0.0935 0.22
H 0.336 2.039 1.847 -0.1169 -0.0617 -0.1006 0.23
H -1.318 2.050 1.194 0.0980 -0.1069 -0.0100 0.22
H 1.090 1.637 -0.490 -0.1329 -0.0667 0.0428 0.22
H 1.999 -1.568 0.227 -0.1002 -0.0315 0.1161 0.21
H 1.448 -0.920 1.790 -0.0158 -0.1310 -0.1029 0.21
H 1.368 -2.676 1.478 -0.0034 0.1355 -0.0661 0.21
H -2.164 -0.137 0.220 0.0729 0.0065 -0.1113 0.21
H -2.022 -0.892 -1.502 0.0956 0.1106 0.0942 0.19
H 0.255 -1.570 0.627 0.1844 -0.0443 0.0853 0.21
H -0.512 -0.515 -2.839 0.0370 0.0632 0.1010 0.14
```
Positions in Å, forces in eV/Å.

=====

Below is an isolated molecule of C3H3OPS, with properties calculated with the ωB97M-V functional and the def2-TZVPD basis.

Properties
- LUMO level (Eh) = -0.0013
- structure (SMILES) = C=CP1SC1=O
- energy relative to the best compared isomer or geometry (same formula, charge and spin) (kcal per mole) = 20.90
- highest occupied orbital energy (eV) = -8.6
- Kohn-Sham gap (eV) = 8.531

```
9
Properties=species:S:1:pos:R:3:forces:R:3:nbo_charge:R:1
C -0.181 -0.134 -0.351 2.3358 -2.4171 2.7412 -0.34
C 0.689 -0.001 0.713 -3.0120 -3.0979 -0.3797 -0.47
C 0.349 -2.784 2.801 -0.1045 0.9841 0.9297 0.21
O 0.057 -3.050 3.938 0.2708 0.2538 -2.2804 -0.49
P 1.387 -1.559 1.710 0.6219 1.1040 -0.2863 0.48
S 0.415 -3.389 1.159 -0.4392 -0.3712 0.2374 -0.01
H -0.506 0.738 -0.755 -1.1163 2.4793 -1.4016 0.19
H -0.580 -1.076 -0.810 0.8436 0.8106 0.6832 0.21
H 0.741 0.934 1.251 0.5997 0.2544 -0.2436 0.22
```
Positions in Å, forces in eV/Å.

=====

Below is an isolated molecule of C7H6BNO2, with properties calculated with the ωB97M-V functional and the def2-TZVPD basis.

Properties
- LUMO level (Eh) = 0.0084
- structure (SMILES) = N#Cc1cccc(B(O)O)c1
- energy relative to the best compared isomer or geometry (same formula, charge and spin) (kcal per mole) = 5.34
- highest occupied orbital energy (eV) = -9.8
- Kohn-Sham gap (eV) = 9.987

```
17
Properties=species:S:1:pos:R:3:forces:R:3:nbo_charge:R:1
N 2.858 1.668 2.762 -1.4876 -1.2898 -1.1477 -0.30
C 2.080 1.046 2.150 2.2313 2.4508 1.7466 0.28
O -0.971 1.676 -2.376 -0.3776 1.4052 -0.7983 -0.92
O -1.908 -0.560 -2.507 0.5971 2.2988 0.1487 -0.89
B -1.124 0.426 -1.856 0.7276 0.1984 0.4096 1.12
C 0.005 -1.738 1.025 -0.6191 -0.4985 -0.3845 -0.22
C 0.915 -0.977 1.716 -0.0939 -0.8675 0.8218 -0.13
C -0.596 -1.213 -0.106 0.1395 -1.0796 0.1415 -0.14
C 0.454 0.888 0.283 0.5750 -0.1206 0.0738 -0.11
C 1.145 0.337 1.387 -1.2081 -0.0340 -1.5526 -0.20
C -0.317 0.074 -0.536 -1.3741 -0.4142 -0.1896 -0.40
H -0.539 2.493 -2.011 -0.5984 -1.9815 -0.1532 0.53
H -2.370 -0.101 -3.244 0.3629 -0.6103 0.5148 0.50
H -0.276 -2.739 1.344 0.2947 0.1651 0.0568 0.22
H 1.394 -1.397 2.586 0.2074 -0.0208 0.0883 0.22
H -1.287 -1.829 -0.693 0.3335 0.2476 0.3043 0.23
H 0.538 1.944 0.076 0.2897 0.1509 -0.0805 0.21
```
Positions in Å, forces in eV/Å.

=====

Below is a cluster of 15 separate species, H30O15 in total, with properties calculated with the ωB97M-V functional and the def2-TZVPD basis.

Properties
- LUMO level (Eh) = -0.0101
- energy relative to the best compared isomer or geometry (same formula, charge and spin) (kcal per mole) = 46.14
- highest occupied orbital energy (eV) = -10.4
- Kohn-Sham gap (eV) = 10.104

```
45
Properties=species:S:1:pos:R:3:forces:R:3:nbo_charge:R:1
O 1.589 0.220 -2.119 0.8972 0.6533 0.5648 -1.01
H 2.315 -0.142 -1.579 -0.6090 -0.0174 -0.4588 0.46
H 0.941 -0.491 -2.300 0.1149 -0.1275 -0.0212 0.51
O 1.033 2.765 -0.447 0.5081 0.9738 -0.8824 -0.98
H 1.096 2.153 -1.166 -0.7970 -2.1785 -0.8058 0.51
H 1.583 3.412 -0.922 -0.0876 0.7714 0.9979 0.49
O 1.856 0.427 1.596 0.1633 -0.0670 -0.5089 -0.95
H 1.390 0.237 2.404 -0.5736 0.2002 0.6773 0.50
H 2.606 -0.158 1.618 0.8493 0.0391 0.0554 0.47
O -1.738 -1.857 2.265 0.0359 0.7683 0.9465 -0.97
H -1.522 -2.168 1.399 0.2301 -0.1634 -1.4778 0.49
H -1.957 -2.634 2.752 -0.3315 -0.7556 0.7149 0.46
O -3.549 -0.421 -0.559 0.2604 0.2756 -0.1700 -0.95
H -3.197 0.391 -0.159 -0.1648 -0.4197 -0.0721 0.49
H -4.222 -0.743 0.039 -0.2195 0.0039 0.3481 0.48
O 3.804 1.752 -0.619 0.8559 -0.1399 0.9192 -0.96
H 3.654 1.733 -1.558 -0.6724 -0.1256 -0.3362 0.48
H 2.995 1.666 -0.098 0.0700 -0.0098 -0.7592 0.48
O -0.031 -1.732 -2.803 1.3125 0.3444 -0.5102 -0.95
H -0.941 -1.595 -2.889 -2.2740 1.2352 -0.5567 0.48
H -0.060 -2.597 -2.417 0.8476 -1.2789 0.4969 0.49
O -2.317 0.822 2.660 -0.2735 2.1701 1.0818 -0.94
H -2.041 1.227 1.853 0.7190 1.0991 -0.5266 0.47
H -2.472 -0.029 2.357 -0.3246 -3.0947 -0.3163 0.47
O -0.663 3.157 1.784 -2.0374 0.4409 3.4000 -0.96
H -0.219 3.013 1.006 1.7432 -0.0746 -3.1683 0.48
H -0.857 4.094 1.898 0.1162 -0.2699 -0.3137 0.47
O 0.361 -4.025 -1.523 0.2192 -2.6671 -2.2416 -0.95
H 1.218 -4.478 -1.550 -0.3826 0.1709 -0.2068 0.48
H 0.411 -3.492 -0.783 0.1818 2.0432 2.4722 0.49
O -1.769 0.940 -2.417 0.3032 -0.5004 -0.1237 -0.96
H -2.273 1.738 -2.353 -0.5000 0.6926 -0.1708 0.46
H -1.484 0.780 -1.510 0.5454 -0.1518 0.2306 0.49
O 1.247 -2.344 0.470 -0.9530 -2.9684 0.2126 -0.95
H 1.205 -2.985 1.215 -0.2455 0.2591 -0.7984 0.48
H 1.696 -1.668 0.895 1.2082 2.6533 0.8099 0.47
O -1.563 -2.375 -0.416 -0.0712 0.0555 -0.1178 -1.01
H -2.211 -1.706 -0.730 -0.1425 -0.2503 0.3395 0.52
H -1.949 -3.248 -0.518 -0.1855 -0.0035 -0.2604 0.49
O 2.484 3.384 1.681 1.1544 0.7984 1.0152 -0.98
H 1.889 4.080 2.009 -0.0589 -0.9919 -0.6244 0.48
H 2.099 2.781 1.042 -0.8579 0.6101 0.3611 0.48
O -0.469 0.186 0.133 -1.0117 0.8536 -0.0833 -1.02
H -0.288 -0.735 -0.077 0.5868 0.0060 0.1539 0.50
H 0.321 0.665 0.437 -0.1490 -0.8620 -0.2865 0.51
```
Positions in Å, forces in eV/Å.

=====

Below is a structure of composition H23O12, with properties calculated with the ωB97M-V functional and the def2-TZVPD basis.

Properties
- LUMO level (Eh) = 0.0937
- energy relative to the best compared isomer or geometry (same formula, charge and spin) (kcal per mole) = 129.94
- highest occupied orbital energy (eV) = -6.5
- Kohn-Sham gap (eV) = 9.041
- charge = -1

```
35
Properties=species:S:1:pos:R:3:forces:R:3:nbo_charge:R:1
O -1.165 4.685 0.587 -2.6845 -0.0973 -2.5857 -0.95
H -1.558 4.011 -0.057 0.7411 1.5728 1.1650 0.47
H -0.518 4.169 0.992 1.9623 -1.5025 1.3211 0.48
O 4.746 0.053 2.540 -3.3498 -1.5348 -1.6231 -0.95
H 4.290 0.724 1.988 0.8837 0.2328 0.4963 0.46
H 3.995 -0.643 2.319 2.2707 1.2148 1.0974 0.49
O -0.780 -2.632 -3.796 -0.8182 -2.8081 -0.2891 -0.95
H -0.027 -2.745 -3.239 0.8148 0.0672 0.6827 0.48
O -0.323 1.712 0.984 1.9037 -0.8630 -0.8435 -1.03
H 0.241 -2.314 0.693 -1.7121 -1.7598 1.6962 0.45
H 0.233 1.092 0.318 -1.3943 0.7781 2.1050 0.51
O -0.946 -0.055 4.519 -0.5262 0.5028 2.1463 -1.00
H -0.867 -0.473 3.662 0.9898 0.9780 -0.2419 0.51
H -1.059 2.019 0.480 -0.8510 0.1439 -0.5936 0.45
O 0.434 -0.200 -2.311 -1.4793 0.3301 -2.2685 -1.12
H 1.070 0.180 -2.926 -0.0329 0.1393 0.5187 0.46
H -0.805 -1.733 -3.972 0.0362 2.8013 -0.2603 0.47
O -0.675 -2.649 1.001 3.3077 0.3895 0.3545 -0.92
H -1.034 -2.340 0.210 -2.5375 0.5035 -2.0588 0.46
H 0.510 0.067 -1.271 1.3582 -0.1022 -1.0708 0.48
O 0.885 -0.272 -0.110 2.2377 3.5263 2.2720 -1.11
H 0.361 -0.981 -0.271 -2.6227 -3.0996 -0.6812 0.42
H 1.521 -1.583 0.966 0.5683 1.6829 -2.3179 0.47
O 2.794 -1.829 -0.864 4.6260 -8.0809 -1.2265 -0.98
H 2.396 -1.064 -0.785 -3.3086 6.2323 1.6598 0.49
H 3.181 -2.260 -0.068 -0.8090 1.3600 -0.8287 0.48
O -1.941 2.077 -1.822 1.1755 1.2737 1.0056 -0.95
H -1.444 1.306 -2.074 0.5157 -0.8886 -0.3418 0.51
H -2.829 1.984 -2.083 -0.9454 -0.0554 -1.1398 0.44
O -4.627 0.898 -1.214 -4.2990 -1.7222 2.0290 -0.91
H -3.883 1.364 -1.333 3.8977 2.0949 -0.2284 0.44
H -4.818 0.398 -1.978 -0.1245 -0.7901 -1.2927 0.47
O 1.881 -1.908 1.760 1.7631 -1.2172 1.3681 -0.96
H -0.358 0.657 4.887 -0.5119 -1.4620 -1.9704 0.50
H 1.121 -1.714 2.266 -1.0449 0.1596 1.9448 0.47
```
Positions in Å, forces in eV/Å.

=====

Below is the ion C5H10NO7S2 with charge -1, with properties calculated with the ωB97M-V functional and the def2-TZVPD basis.

Properties
- LUMO level (Eh) = 0.0871
- structure (SMILES) = CCOS(=O)(=O)N=[S@@](=O)([O-])CCC(=O)O
- energy relative to the best compared isomer or geometry (same formula, charge and spin) (kcal per mole) = 97.44
- highest occupied orbital energy (eV) = -5.5
- Kohn-Sham gap (eV) = 7.861
- charge = -1

```
25
Properties=species:S:1:pos:R:3:forces:R:3:nbo_charge:R:1
C -2.738 -3.974 -1.107 1.2252 -0.4278 0.8502 -0.66
C -1.415 -3.103 -1.646 -0.4585 -2.2869 -0.8425 -0.09
O -0.841 -2.269 -0.579 -2.0176 1.0292 -1.3954 -0.66
S -1.678 -0.798 -0.377 -3.8636 4.7531 2.2520 2.23
O -2.572 -0.381 -1.570 3.7517 -2.2334 2.5900 -0.91
O -2.579 -0.740 0.899 3.5542 -1.5838 -4.0288 -0.89
N -0.431 0.466 -0.239 0.0432 -2.0855 1.7845 -1.08
S 0.266 0.447 1.379 -3.3642 -2.7933 4.1159 2.02
O -0.643 1.202 2.421 3.3664 -1.4327 -3.7102 -0.95
O 0.547 -0.991 1.919 -0.1139 4.2145 -2.1405 -0.95
C 1.943 1.363 1.373 -0.1912 0.3388 -1.3089 -0.60
C 1.632 2.853 0.742 0.1171 0.5705 0.1705 -0.55
C 2.885 3.477 -0.145 4.4757 -3.2838 -0.6435 0.79
O 3.965 2.730 -0.505 -7.3143 5.4725 2.1717 -0.57
O 2.762 4.932 -0.478 1.0400 -2.6520 1.9694 -0.75
H -2.274 -4.776 -0.355 -1.0886 1.7387 -1.5199 0.20
H -3.482 -3.325 -0.474 1.3764 -1.1375 -1.5693 0.25
H -3.244 -4.602 -1.962 0.9083 1.5637 1.5429 0.21
H -1.614 -2.550 -2.658 0.2396 -0.6131 2.2695 0.21
H -0.596 -3.937 -1.888 -1.5401 2.0267 0.6877 0.18
H 2.681 0.747 0.701 -1.5126 1.2810 1.3543 0.27
H 2.281 1.376 2.501 -0.8753 -0.0134 -2.3967 0.26
H 1.381 3.568 1.657 0.6546 -1.2558 -2.1215 0.25
H 0.652 2.860 0.061 2.2448 -0.1738 1.3512 0.30
H 3.110 5.425 0.330 -0.6574 -1.0160 -1.4324 0.49
```
Positions in Å, forces in eV/Å.